59
Properties=species:S:1:pos:R:3:forces:R:3:lowdin_charge:R:1 method="wB97M-V/def2-TZVPD" charge=-1 e_homo_ev=-4.9 gap_ev=6.759
Au 0.3158 1.9632 0.8153 -0.1 -0.1 0.0 0.87
N 3.1206 -7.9513 -1.2877 0.0 0.0 0.0 0.14
C 2.8904 -6.8534 -1.0347 0.0 0.0 0.0 -0.19
C 2.6038 -5.4805 -0.7171 0.0 0.0 0.0 -0.24
C 1.4119 -4.9001 -1.1481 0.0 0.0 0.0 -0.02
C 1.1394 -3.5816 -0.8322 0.0 0.0 0.0 -0.01
C 2.0500 -2.8229 -0.1009 0.0 0.0 0.0 -0.19
C 3.2391 -3.4110 0.3209 0.0 0.0 0.0 -0.01
C 3.5177 -4.7335 0.0224 0.0 0.0 0.0 -0.02
C 1.7667 -1.3905 0.2155 0.0 0.0 0.0 -0.06
C 2.5859 -0.4803 -0.4221 -0.1 0.0 0.1 -0.29
C 3.5564 -0.7669 -1.4533 0.0 0.0 0.0 -0.05
C 4.0610 0.4374 -1.8450 0.0 0.0 0.0 -0.09
C 3.3919 1.4222 -1.0373 0.0 0.0 0.0 -0.17
N 2.5354 0.8892 -0.2076 0.1 0.0 0.0 0.04
C 0.6815 -1.1792 1.1035 0.0 0.0 0.0 -0.26
C 0.0042 -2.2252 1.7808 0.0 0.0 0.0 -0.05
C -1.0042 -1.6505 2.5308 0.0 0.0 0.0 -0.09
C -0.9190 -0.2711 2.2886 0.0 0.0 0.0 -0.17
N 0.0805 0.0205 1.4538 0.0 0.1 0.0 -0.10
H 0.7081 -5.4859 -1.7238 0.0 0.0 0.0 0.12
H 0.2125 -3.1227 -1.1501 0.0 0.0 0.0 0.11
H 3.9446 -2.8185 0.8883 0.0 0.0 0.0 0.13
H 4.4389 -5.1917 0.3564 0.0 0.0 0.0 0.12
H 3.8037 -1.7398 -1.8492 0.0 0.0 0.0 0.10
H 4.8046 0.6241 -2.6050 0.0 0.0 0.0 0.08
H 3.5306 2.4959 -1.0707 0.0 0.0 0.0 0.10
H 0.2566 -3.2721 1.7294 0.0 0.0 0.0 0.10
H -1.7140 -2.1445 3.1747 0.0 0.0 0.0 0.08
H -1.5511 0.5148 2.6751 0.0 0.0 0.0 0.08
O -0.0209 6.0477 -0.2263 0.0 0.0 0.0 0.00
C -0.3230 4.8594 -0.2031 0.0 0.0 -0.1 -0.73
O 0.4252 3.9479 0.2907 0.1 0.0 0.0 -0.23
C -1.6824 4.5489 -0.8919 0.0 0.0 0.0 -0.31
P -2.7477 3.0531 -0.8931 0.0 0.0 0.0 1.04
C -1.6728 1.6825 -1.4735 0.0 0.0 0.0 -0.42
C -0.5417 1.9252 -2.2536 0.0 0.0 0.0 -0.12
C 0.2002 0.8749 -2.7759 0.0 0.0 0.0 -0.09
C -0.1794 -0.4367 -2.5367 0.0 0.0 0.0 -0.10
C -1.3094 -0.6898 -1.7707 0.0 0.0 0.0 -0.10
C -2.0528 0.3587 -1.2540 0.0 0.0 0.0 -0.12
C -3.0747 2.6724 0.8710 0.0 0.0 0.0 -0.39
C -2.4356 3.2975 1.9420 0.0 0.0 0.0 -0.12
C -2.7925 2.9990 3.2499 0.0 0.0 0.0 -0.10
C -3.7849 2.0648 3.5133 0.0 0.0 0.0 -0.11
C -4.4403 1.4477 2.4578 0.0 0.0 0.0 -0.10
C -4.0993 1.7674 1.1511 0.0 0.0 0.0 -0.13
H -1.5163 4.7625 -1.9524 0.0 0.0 0.0 0.07
H -2.3506 5.3538 -0.5760 0.0 0.0 0.0 0.07
H -0.2008 2.9394 -2.4174 0.0 0.0 0.0 0.10
H 1.1004 1.0836 -3.3407 0.0 0.0 0.0 0.10
H 0.4155 -1.2526 -2.9295 0.0 0.0 0.0 0.10
H -1.6140 -1.7084 -1.5581 0.0 0.0 0.0 0.09
H -2.9173 0.1359 -0.6411 0.0 0.0 0.0 0.09
H -1.6441 4.0110 1.7645 0.0 0.0 0.0 0.08
H -2.2765 3.4894 4.0659 0.0 0.0 0.0 0.10
H -4.0502 1.8246 4.5355 0.0 0.0 0.0 0.10
H -5.2269 0.7281 2.6489 0.0 0.0 0.0 0.10
H -4.6508 1.3175 0.3330 0.0 0.0 0.0 0.09


62
Properties=species:S:1:pos:R:3:forces:R:3:lowdin_charge:R:1 method="wB97M-V/def2-TZVPD" charge=-1 e_homo_ev=-4.2 gap_ev=6.511
F -0.5887 2.2156 2.5000 0.7 1.0 -0.1 -0.09
C 0.0087 1.1785 1.8247 -0.7 -1.4 1.8 -0.35
S 1.8654 1.3087 2.1612 0.2 -0.3 0.7 0.74
C 2.6616 -0.2484 2.5077 -0.3 -0.3 0.5 -0.27
C 3.7645 -0.6572 1.7560 -0.3 -0.1 -0.3 -0.05
C 4.3782 -1.8727 2.0535 0.0 0.3 0.2 -0.07
C 4.0141 -2.5500 3.2153 -0.1 0.2 0.0 -0.08
C 2.9815 -2.0699 4.0257 -0.4 0.2 0.1 -0.08
C 2.2403 -0.9493 3.6369 0.2 -0.2 -0.2 -0.05
O 2.5114 1.7199 0.9330 -0.7 0.6 0.4 -0.31
O 2.0219 2.1164 3.3572 -0.2 0.0 -0.4 -0.33
S -1.3985 -0.0231 1.8714 -0.7 2.4 -1.3 0.78
C -2.7951 -0.1827 3.0176 0.2 -0.8 0.1 -0.24
C -2.8624 -1.4140 3.6542 -0.2 0.5 0.4 -0.07
C -3.9660 -1.6901 4.4564 -0.2 0.3 0.0 -0.09
C -5.0501 -0.8037 4.4744 0.0 -0.2 0.1 -0.10
C -5.0563 0.3328 3.6597 0.5 0.0 0.2 -0.08
C -3.9026 0.6676 2.9525 0.2 0.0 0.4 -0.05
O -2.1715 0.7895 0.8908 0.4 -1.1 1.5 -0.35
O -0.9148 -1.3610 1.6447 -0.3 -0.1 0.4 -0.33
H 4.1036 -0.0590 0.9079 -0.3 -0.2 0.3 0.12
H 5.1445 -2.2674 1.3818 -0.1 0.2 0.3 0.11
H 4.5512 -3.4496 3.4888 -0.1 0.0 0.1 0.10
H 2.7248 -2.5541 4.9704 0.1 -0.1 -0.4 0.10
H 1.3372 -0.6107 4.1733 0.7 -0.2 -0.2 0.13
H -2.0495 -2.1117 3.4891 -0.1 0.0 0.3 0.11
H -3.9458 -2.5836 5.0736 -0.3 0.1 -0.1 0.10
H -5.8956 -0.9872 5.1427 0.2 -0.1 -0.3 0.10
H -5.9372 0.9740 3.5975 0.3 -0.2 0.1 0.10
H -3.8448 1.5724 2.3612 0.0 -0.1 0.0 0.11
C -5.7319 -1.8497 -1.5397 0.6 0.7 -0.4 -0.07
O -5.0199 -0.6792 -2.0110 -0.4 -1.3 -0.4 -0.11
C -3.6521 -0.7267 -2.0064 0.9 0.4 1.3 -0.27
C -2.8476 -1.7925 -1.5081 -1.4 0.7 -0.7 -0.01
C -1.6053 -1.4928 -0.9713 0.7 0.2 -1.0 -0.03
C -1.0687 -0.1841 -1.0043 -1.4 -0.8 0.0 -0.22
C 0.1632 0.2255 -0.3160 0.3 1.8 -2.5 -0.04
C 1.3264 -0.4664 -0.5517 1.1 -1.2 0.3 -0.09
C 2.4829 0.0632 -1.3627 -1.8 1.6 0.9 -0.32
O 2.5266 1.1510 -1.9288 0.5 -1.2 0.4 0.08
C 3.4271 -1.0566 -1.4770 0.8 -1.5 -0.6 -0.11
C 2.8339 -2.2152 -0.9558 1.1 -0.4 -0.4 -0.11
C 3.4327 -3.4647 -1.0667 0.3 0.1 0.1 -0.01
C 4.7142 -3.5334 -1.6281 0.3 0.4 0.1 -0.09
C 5.3549 -2.3539 -2.0936 -0.2 -0.8 0.3 -0.09
C 4.6831 -1.1282 -2.0768 0.0 0.0 0.4 -0.01
C 1.5421 -1.9069 -0.3200 -1.4 0.4 -0.1 -0.31
O 0.8461 -2.7358 0.2748 1.1 0.4 -0.7 0.05
C -1.7962 0.7732 -1.7535 1.4 -0.1 0.5 -0.03
C -3.0385 0.5219 -2.2506 -0.9 -0.9 -0.2 -0.02
H -6.7787 -1.6234 -1.7494 0.1 -0.2 0.1 0.08
H -5.4061 -2.7391 -2.0972 -0.2 0.1 0.2 0.08
H -5.5751 -2.0015 -0.4592 0.1 0.1 -0.3 0.10
H -3.2302 -2.8229 -1.5670 0.2 0.6 0.5 0.10
H -1.0214 -2.3094 -0.5717 -0.1 0.2 0.2 0.09
H 0.2199 1.2875 0.0115 0.2 -0.5 -2.3 0.10
H 2.9229 -4.3578 -0.6822 0.2 0.5 -0.1 0.12
H 5.2400 -4.5033 -1.6415 -0.2 0.6 -0.1 0.10
H 6.3993 -2.4184 -2.4260 -0.5 0.1 0.0 0.10
H 5.1577 -0.2258 -2.4508 -0.1 -0.1 0.0 0.12
H -1.3524 1.7562 -1.8829 -0.1 0.0 0.1 0.13
H -3.6138 1.2813 -2.7721 0.0 0.0 0.2 0.11


62
Properties=species:S:1:pos:R:3:forces:R:3:lowdin_charge:R:1 method="wB97M-V/def2-TZVPD" charge=0 e_homo_ev=-7.4 gap_ev=7.259
Tl 0.5468 -0.5136 -1.0058 -0.1 0.0 0.0 0.71
O -3.7526 0.0563 -1.3685 0.0 0.0 0.0 0.04
C -2.5255 0.1176 -1.3650 -0.1 0.0 0.0 -0.48
N -1.6416 -0.8269 -1.0627 0.0 -0.1 -0.1 0.01
C -1.9439 -2.1837 -0.8808 0.0 0.0 0.0 -0.24
C -3.1299 -2.6515 -0.3283 0.0 0.0 0.0 -0.02
C -3.3342 -4.0144 -0.1644 0.0 0.0 0.0 -0.09
C -2.3521 -4.9170 -0.5432 0.0 0.0 0.0 -0.09
C -1.1576 -4.4673 -1.0876 0.0 -0.1 0.0 -0.01
C -0.9397 -3.1060 -1.2642 0.0 0.0 0.0 -0.23
N 0.2530 -2.5563 -1.7637 0.0 0.0 0.1 0.00
C 1.1464 -3.1785 -2.5252 0.1 0.0 0.0 -0.47
O 1.1352 -4.3253 -2.9593 0.0 0.0 0.0 0.05
C 2.3358 -2.2952 -2.9094 0.0 0.0 0.0 -0.16
C 3.3432 -2.8311 -3.6985 0.0 0.0 0.0 0.02
C 4.4188 -2.0334 -4.0426 0.0 0.0 0.0 -0.04
C 4.4689 -0.7226 -3.5846 0.0 0.0 0.0 -0.05
C 3.4296 -0.2632 -2.8010 0.0 0.0 0.0 -0.12
N 2.3883 -1.0316 -2.4844 0.0 0.0 0.0 0.02
C -1.8825 1.4290 -1.7944 0.0 0.0 0.0 -0.17
C -2.6965 2.5284 -2.0351 0.0 0.0 0.0 0.01
C -2.1147 3.7127 -2.4413 0.0 0.0 0.0 -0.04
C -0.7347 3.7720 -2.5921 0.0 0.0 0.0 -0.05
C 0.0029 2.6343 -2.3333 0.0 0.0 0.0 -0.13
N -0.5615 1.4862 -1.9572 0.1 0.1 0.0 0.03
H -3.8936 -1.9380 -0.0571 0.0 0.0 0.0 0.10
H -4.2669 -4.3678 0.2559 0.0 0.0 0.0 0.10
H -2.5136 -5.9800 -0.4192 0.0 0.0 0.0 0.10
H -0.3922 -5.1624 -1.3967 0.0 0.0 0.0 0.10
H 3.2465 -3.8595 -4.0139 0.0 0.0 0.0 0.12
H 5.2167 -2.4280 -4.6581 0.0 0.0 0.0 0.11
H 5.2965 -0.0705 -3.8242 0.0 0.0 0.0 0.11
H 3.4243 0.7436 -2.3990 0.0 0.0 0.0 0.10
H -3.7607 2.4096 -1.8936 0.0 0.0 0.0 0.12
H -2.7240 4.5858 -2.6365 0.0 0.0 0.0 0.11
H -0.2383 4.6801 -2.9038 0.0 0.0 0.0 0.11
H 1.0830 2.6344 -2.4207 0.0 0.0 0.0 0.10
S 0.4420 -1.6004 1.6779 0.1 0.2 0.1 0.34
P 0.7356 0.3442 1.9255 0.0 -0.1 -0.1 0.15
S 1.9197 1.1042 0.3997 -0.1 -0.2 0.1 0.32
C 1.5634 0.7530 3.4800 -0.1 0.1 0.0 -0.38
C 2.5778 -0.0882 3.9267 0.0 0.0 0.0 -0.10
C 3.2701 0.2222 5.0867 0.0 -0.1 -0.1 -0.07
C 2.9492 1.3665 5.8024 0.0 0.0 0.0 -0.08
C 1.9322 2.2015 5.3624 0.0 0.0 0.0 -0.08
C 1.2367 1.8983 4.2019 0.0 -0.1 0.0 -0.07
C -0.8198 1.2758 1.8294 0.0 0.0 0.0 -0.40
C -0.8036 2.6478 1.5719 -0.1 0.0 0.0 -0.13
C -1.9962 3.3420 1.4501 0.1 0.0 0.0 -0.08
C -3.2061 2.6684 1.5592 0.0 0.0 0.0 -0.07
C -3.2248 1.3024 1.7926 0.0 0.0 0.0 -0.06
C -2.0340 0.6030 1.9334 0.1 0.0 0.0 -0.09
H 2.8094 -0.9860 3.3675 0.0 0.0 0.0 0.09
H 4.0563 -0.4342 5.4353 0.0 0.0 0.0 0.11
H 3.4878 1.6032 6.7107 0.0 0.0 0.0 0.10
H 1.6730 3.0881 5.9259 0.0 0.0 0.0 0.11
H 0.4344 2.5441 3.8740 0.0 0.0 0.0 0.10
H 0.1387 3.1630 1.4348 0.0 0.0 0.0 0.09
H -1.9802 4.4053 1.2466 0.0 0.0 0.0 0.11
H -4.1372 3.2073 1.4389 0.0 0.0 0.0 0.11
H -4.1654 0.7708 1.8405 0.0 0.0 0.0 0.11
H -2.0389 -0.4687 2.0857 0.0 0.0 0.0 0.08


57
Properties=species:S:1:pos:R:3:forces:R:3:mulliken_spin:R:1 method="wB97M-V/def2-TZVPD" spin_multiplicity=5 charge=+2 e_homo_ev="-13.6 / -14.4" gap_ev="7.290 / 6.089"
Pt 0.1879 -0.8811 -1.1572 -0.1 -0.2 -0.6 1.50
C 1.8797 2.3367 -3.6489 -0.1 0.0 0.1 -0.02
C 1.7211 1.1312 -2.9523 0.0 0.1 0.0 0.01
N 0.6413 0.8531 -2.2470 0.0 0.2 0.1 0.03
C -0.3802 1.7586 -2.1728 -0.1 0.1 -0.1 0.02
C -0.2987 2.9818 -2.8595 0.0 -0.1 0.1 -0.02
C 0.8700 3.2596 -3.6026 0.1 -0.1 0.0 0.03
C -1.3895 3.8883 -2.7994 -0.1 -0.1 0.1 0.21
C -2.5269 3.5656 -2.1007 0.0 0.0 0.0 -0.04
C -2.6294 2.3541 -1.4150 -0.1 0.1 0.0 0.24
C -1.5728 1.4392 -1.3957 0.2 0.1 -0.2 0.02
N -1.5576 0.2429 -0.7739 0.1 0.1 0.0 0.55
C -2.4909 -0.4554 -0.0616 0.0 -0.3 0.1 0.01
C -3.5722 0.0672 0.6297 -0.1 0.1 0.1 0.16
C -4.4907 -0.7710 1.2752 0.0 0.0 0.0 -0.05
C -4.3491 -2.1322 1.2343 0.0 0.1 0.0 0.16
C -3.2341 -2.7191 0.5841 0.1 0.1 -0.1 -0.03
C -3.0410 -4.1179 0.5263 0.1 0.0 -0.1 0.04
C -1.9408 -4.6258 -0.1088 0.0 0.1 0.0 -0.02
C -1.0074 -3.7349 -0.6512 -0.1 -0.1 0.0 0.03
N -1.1561 -2.4239 -0.6103 0.0 0.1 0.3 -0.03
C -2.2762 -1.8886 -0.0265 -0.2 0.0 0.0 0.01
H 2.7850 2.5083 -4.2109 0.0 0.0 0.0 0.00
H 2.4941 0.3739 -2.9684 0.0 0.0 0.0 0.01
H 0.9484 4.1992 -4.1332 0.0 0.0 0.0 0.00
H -1.3163 4.8260 -3.3320 0.0 0.1 0.0 0.00
H -3.3653 4.2470 -2.0815 0.0 0.0 0.0 0.00
H -3.5607 2.1291 -0.9187 0.1 0.0 0.0 0.00
H -3.7021 1.1355 0.7261 0.0 -0.1 0.0 0.00
H -5.3194 -0.3241 1.8052 0.0 0.0 0.0 0.00
H -5.0711 -2.7791 1.7127 0.0 0.0 0.0 0.00
H -3.7716 -4.7721 0.9826 0.0 0.0 0.0 0.00
H -1.7681 -5.6876 -0.1892 0.0 0.0 0.0 0.00
H -0.1118 -4.1019 -1.1351 0.0 0.0 0.0 0.01
C 3.8201 3.0825 0.6347 0.0 0.0 0.0 0.10
C 2.4622 3.1927 0.3524 0.0 0.0 0.0 -0.03
C 1.6703 2.0631 0.2972 0.0 0.0 0.1 0.08
C 2.2281 0.8054 0.5578 -0.2 0.2 0.0 0.00
C 3.5925 0.7007 0.8629 0.0 -0.1 0.0 0.12
C 4.3810 1.8365 0.8853 0.0 0.0 0.0 -0.05
N 1.4323 -0.3408 0.5205 0.1 -0.2 0.2 0.63
C 1.5400 -1.2198 1.5704 0.1 -0.2 -0.1 0.02
C 1.4351 -2.6069 1.3383 0.0 0.0 0.1 0.13
C 1.5487 -3.4942 2.3851 0.0 0.0 -0.1 -0.05
C 1.7344 -3.0220 3.6832 0.0 0.0 0.0 0.16
C 1.8267 -1.6554 3.9271 0.0 0.0 0.0 -0.07
C 1.7444 -0.7540 2.8868 0.1 0.0 0.0 0.17
H 4.4365 3.9695 0.6684 0.0 0.0 0.0 0.00
H 2.0232 4.1678 0.1908 0.0 0.0 0.0 0.00
H 0.6065 2.1534 0.1223 0.0 0.0 0.0 -0.01
H 4.0279 -0.2727 1.0490 0.0 0.0 0.0 0.00
H 5.4359 1.7485 1.1045 0.0 0.0 0.0 0.00
H 1.3397 -2.9711 0.3230 0.0 0.1 0.0 -0.02
H 1.5104 -4.5584 2.1992 0.0 0.0 0.0 0.00
H 1.8130 -3.7230 4.5018 0.0 0.0 0.0 0.01
H 1.9650 -1.2935 4.9362 0.0 0.0 0.0 0.00
H 1.7987 0.3090 3.0792 0.0 0.0 0.0 0.00